{
  "formula": "C3H2FLiO2Sr",
  "method": "ωB97M-V with the def2-TZVPD basis set",
  "elements": ["O", "C", "O", "Li", "Sr", "C", "C", "H", "H", "F"],
  "positions_angstrom": [[-0.18, -0.71, -0.12], [-0.91, 0.17, 0.52], [-2.03, 0.37, -0.05], [-2.05, -1.13, -1.35], [-2.42, 2.00, 1.68], [1.31, -0.58, 0.16], [1.84, 0.66, -0.39], [1.84, -1.43, -0.30], [1.42, -0.53, 1.25], [1.18, 1.17, -1.40]],
  "charge": 2,
  "largest_force_ha_per_bohr": 0.04257,
  "orbital_gap_ev": 6.8127,
  "de_lowest_kj_mol": 265.4
}

=====

{
  "formula": "C7H8O",
  "method": "ωB97M-V with the def2-TZVPD basis set",
  "elements": ["C", "C", "C", "C", "C", "C", "C", "H", "H", "H", "H", "H", "H", "H", "H", "O"],
  "positions_angstrom": [[0.18, 0.88, 2.73], [-0.59, 0.74, 1.63], [-0.24, 0.27, 0.30], [-1.07, 0.36, -0.79], [-0.60, -0.52, -1.91], [1.13, -0.34, -1.75], [0.77, -0.79, -0.31], [1.50, 0.78, 3.03], [-0.42, 1.46, 3.65], [-1.75, 1.09, 1.57], [-2.28, 0.61, -0.68], [-1.02, -0.65, -2.93], [1.63, -1.36, -2.29], [1.55, 0.70, -1.70], [1.47, -1.46, 0.40], [-0.24, -1.75, -0.95]],
  "charge": 0,
  "largest_force_ha_per_bohr": 0.10475,
  "orbital_gap_ev": 8.7690,
  "de_lowest_kj_mol": 706.7
}

=====

{
  "formula": "C4H15N2O",
  "method": "ωB97M-V with the def2-TZVPD basis set",
  "elements": ["C", "N", "C", "C", "N", "C", "H", "H", "H", "H", "H", "H", "H", "H", "H", "H", "H", "H", "H", "H", "H", "O"],
  "positions_angstrom": [[-0.47, 1.71, -0.06], [1.01, 1.47, 0.18], [1.60, 0.87, 1.40], [-1.24, 0.34, -0.06], [-0.33, -0.54, -0.72], [-0.58, -0.65, -2.26], [-0.70, 2.18, -1.13], [-1.02, 2.33, 0.73], [1.49, 2.33, -0.08], [1.37, 1.50, 2.22], [2.74, 0.73, 1.43], [1.20, -0.20, 1.66], [-2.20, 0.25, -0.54], [-1.31, 0.10, 1.03], [0.67, -0.07, -0.70], [-0.24, -1.41, -0.36], [-0.68, 0.39, -2.74], [-1.50, -1.25, -2.48], [0.20, -1.32, -2.47], [-0.82, -2.56, 1.79], [0.63, -3.53, 1.65], [0.16, -2.67, 1.51]],
  "charge": 1,
  "largest_force_ha_per_bohr": 0.10092,
  "orbital_gap_ev": 10.5314,
  "de_lowest_kj_mol": 253.4
}

=====

{
  "formula": "C8H13O19SV",
  "method": "ωB97M-V with the def2-TZVPD basis set",
  "elements": ["O", "V", "O", "C", "O", "O", "H", "O", "C", "O", "O", "H", "O", "C", "O", "O", "H", "O", "C", "O", "O", "H", "O", "C", "O", "O", "H", "O", "S", "O", "O", "C", "C", "C", "H", "H", "H", "H", "H", "H", "H", "H"],
  "positions_angstrom": [[0.93, -0.40, 0.10], [-0.29, -0.60, 1.08], [2.03, -4.57, 1.36], [1.19, -3.72, 2.09], [0.73, -2.69, 1.54], [0.85, -4.08, 3.22], [2.30, -3.99, 0.63], [-4.11, -1.63, 2.79], [-2.76, -1.71, 3.04], [-2.07, -1.24, 2.07], [-2.28, -2.06, 4.12], [-3.94, -1.41, 1.85], [-2.10, 3.42, 1.47], [-1.70, 2.45, 0.59], [-1.05, 1.47, 1.03], [-2.16, 2.51, -0.57], [-2.75, 3.78, 0.83], [-2.65, -2.81, -1.77], [-2.53, -1.48, -1.48], [-1.56, -1.06, -0.78], [-3.26, -0.65, -2.06], [-3.43, -2.72, -2.35], [2.23, 0.68, 4.53], [1.41, -0.30, 4.03], [0.97, -1.17, 4.78], [0.89, 0.03, 2.90], [2.06, 1.37, 3.87], [-0.97, 1.42, -3.33], [0.36, 1.33, -3.86], [0.54, 1.57, -5.26], [1.53, 2.25, -3.12], [1.62, 2.26, -1.70], [3.02, 2.84, -1.38], [1.00, -0.36, -3.55], [1.65, 1.23, -1.36], [0.78, 2.75, -1.22], [3.06, 3.34, -0.41], [3.18, 3.67, -2.09], [3.91, 2.22, -1.33], [0.73, -1.04, -4.35], [0.54, -0.54, -2.58], [2.08, -0.34, -3.37]],
  "charge": -3,
  "multiplicity": 2,
  "largest_force_ha_per_bohr": 0.08811,
  "orbital_gap_ev": [5.9326, 5.9293],
  "s_squared": 0.776
}